(1)
{"formula": "C21H21N5O2SSn", "method": "wB97M-V/def2-TZVPD", "species": ["N", "C", "C", "H", "H", "H", "N", "C", "C", "H", "H", "H", "N", "C", "C", "H", "H", "H", "Sn", "C", "O", "C", "O", "C", "C", "C", "C", "C", "C", "H", "H", "H", "H", "H", "H", "N", "C", "N", "C", "C", "C", "C", "C", "C", "S", "H", "H", "H", "H", "H", "H"], "positions_angstrom": [[0.444, 2.136, -0.771], [0.520, 3.286, -0.625], [0.617, 4.711, -0.465], [-0.390, 5.154, -0.500], [1.245, 5.126, -1.272], [1.072, 4.934, 0.511], [2.651, -2.117, -1.178], [3.625, -2.744, -1.142], [4.831, -3.515, -1.202], [5.511, -3.065, -1.940], [4.585, -4.543, -1.501], [5.303, -3.512, -0.212], [-2.065, -1.928, -0.753], [-3.123, -2.398, -0.642], [-4.423, -2.997, -0.521], [-4.380, -3.822, 0.205], [-4.732, -3.389, -1.502], [-5.141, -2.237, -0.179], [0.280, -0.563, -1.426], [0.647, -2.465, 0.893], [1.075, -3.262, 1.594], [2.125, -0.200, 1.011], [2.956, -0.120, 1.793], [0.895, 0.735, -3.475], [-0.508, 0.802, -3.361], [-1.275, -0.384, -3.365], [-0.638, -1.635, -3.485], [0.769, -1.703, -3.580], [1.533, -0.519, -3.577], [1.487, 1.654, -3.483], [-1.003, 1.773, -3.278], [-2.364, -0.331, -3.276], [-1.233, -2.552, -3.494], [1.266, -2.674, -3.658], [2.623, -0.573, -3.651], [-2.215, -1.730, 2.335], [-1.813, -0.498, 2.665], [-0.732, 0.095, 2.197], [-0.553, 1.345, 2.768], [0.485, 2.257, 2.506], [0.621, 3.402, 3.287], [-0.310, 3.698, 4.300], [-1.398, 2.840, 4.529], [-1.518, 1.686, 3.765], [-2.729, 0.395, 3.880], [-3.074, -2.057, 2.721], [-1.766, -2.217, 1.555], [1.158, 2.030, 1.672], [1.456, 4.091, 3.130], [-0.227, 4.598, 4.908], [-2.169, 3.002, 5.289]], "forces_ev_per_a": [[0.07, 1.66, 0.44], [-0.13, -1.82, -0.46], [-0.02, 0.69, 0.09], [0.37, -0.05, -0.08], [-0.24, -0.03, 0.35], [-0.03, 0.08, -0.36], [0.72, -0.47, 0.20], [-1.31, 0.87, -0.41], [0.61, -0.38, 0.08], [-0.15, -0.17, 0.24], [0.16, 0.24, 0.11], [0.02, -0.11, -0.26], [-1.59, -0.65, 0.44], [1.72, 0.65, -0.43], [-0.64, -0.23, 0.11], [-0.10, 0.14, -0.28], [-0.01, 0.07, 0.33], [0.09, -0.29, -0.18], [0.61, -0.34, 3.19], [0.98, -2.53, 1.89], [-1.01, 1.97, -1.69], [2.41, 0.44, 1.90], [-1.96, -0.23, -1.81], [0.21, -0.01, -0.74], [-0.43, -0.05, -0.80], [-0.13, 0.43, -0.73], [0.16, -0.23, -0.71], [-0.35, -0.36, -0.74], [0.20, 0.43, -0.68], [-0.19, -0.37, 0.04], [0.16, -0.36, 0.00], [0.40, 0.00, -0.03], [0.25, 0.32, 0.02], [-0.19, 0.37, 0.06], [-0.42, 0.01, 0.06], [1.38, 3.00, 0.07], [-1.76, -2.36, 0.55], [2.29, 3.47, -0.22], [-0.57, -3.62, -1.50], [1.28, 0.50, -0.69], [0.67, -0.32, -0.78], [-0.98, -0.11, 0.63], [-0.89, -0.40, 0.40], [-1.89, -1.01, 1.06], [0.69, 1.63, 0.56], [-0.64, -0.66, 0.30], [0.01, 0.00, 0.15], [-0.17, 0.21, 0.53], [-0.25, -0.30, -0.02], [0.13, -0.10, -0.10], [0.47, 0.40, -0.09]], "nbo_charge": [-0.4947, 0.4407, -0.7522, 0.2989, 0.3161, 0.2666, -0.5445, 0.4867, -0.7578, 0.3005, 0.3011, 0.2979, -0.5119, 0.4464, -0.7633, 0.2941, 0.3188, 0.2915, 1.2783, 0.4983, -0.4238, 0.5176, -0.4395, -0.1853, -0.2571, -0.2446, -0.2364, -0.2369, -0.2376, 0.2809, 0.2883, 0.2880, 0.2927, 0.3008, 0.2980, -0.5797, 0.3438, -0.3936, 0.3438, -0.1483, -0.0985, 0.0369, -0.1366, -0.1279, 0.6493, 0.4526, 0.4704, 0.2790, 0.2894, 0.3008, 0.3020], "charge": 4, "homo_lumo_gap_ha": [0.16129, 0.16901], "spin_multiplicity": 1}


(2)
{"formula": "C18H21NO5", "method": "wB97M-V/def2-TZVPD", "species": ["C", "H", "O", "C", "C", "C", "C", "C", "C", "C", "H", "O", "C", "O", "C", "C", "C", "C", "O", "H", "H", "H", "C", "O", "N", "H", "C", "C", "H", "H", "H", "C", "H", "H", "H", "C", "H", "H", "H", "H", "H", "H", "H", "H", "H"], "positions_angstrom": [[-3.945, 0.229, -1.693], [-3.886, -0.722, -2.220], [-2.628, 0.523, -1.293], [-2.411, 1.647, -0.550], [-3.375, 2.595, -0.239], [-3.035, 3.707, 0.516], [-1.742, 3.883, 0.966], [-0.776, 2.936, 0.663], [-1.096, 1.829, -0.096], [-0.109, 0.745, -0.421], [-0.150, 0.507, -1.493], [1.218, 1.158, -0.085], [2.225, 0.597, -0.755], [2.094, -0.268, -1.595], [3.507, 1.167, -0.342], [3.803, 2.141, 0.584], [5.202, 2.286, 0.561], [5.653, 1.395, -0.372], [4.643, 0.720, -0.917], [6.643, 1.165, -0.717], [5.793, 2.955, 1.152], [3.099, 2.669, 1.193], [-0.474, -0.546, 0.375], [-1.141, -0.508, 1.385], [0.038, -1.647, -0.190], [0.648, -1.531, -0.990], [-0.075, -3.002, 0.355], [0.645, -3.932, -0.619], [0.604, -4.956, -0.258], [1.689, -3.644, -0.722], [0.176, -3.893, -1.600], [0.590, -3.054, 1.733], [0.093, -2.361, 2.406], [0.520, -4.057, 2.147], [1.639, -2.778, 1.657], [-1.554, -3.379, 0.460], [-2.061, -2.688, 1.127], [-1.656, -4.389, 0.850], [-2.025, -3.328, -0.519], [0.236, 3.051, 1.017], [-1.483, 4.748, 1.558], [-3.797, 4.435, 0.753], [-4.394, 2.477, -0.572], [-4.340, 0.993, -2.370], [-4.609, 0.125, -0.830]], "forces_ev_per_a": [[-0.20, -0.08, -0.09], [-0.06, 0.07, 0.03], [0.31, 0.18, 0.20], [0.18, 0.23, 0.09], [-0.13, -0.27, -0.18], [0.10, 0.07, 0.08], [-0.07, 0.14, 0.07], [-0.05, -0.14, -0.15], [0.12, -0.16, -0.11], [-0.56, -0.36, -0.26], [0.06, 0.08, 0.24], [0.00, 0.28, 0.31], [0.20, -0.40, -0.47], [0.16, 0.24, 0.09], [-0.15, 0.77, 0.78], [-0.37, -0.63, -0.57], [0.36, -0.31, -0.34], [0.23, 0.64, 0.60], [-0.29, -0.44, -0.40], [0.07, -0.11, -0.12], [0.18, 0.11, 0.09], [-0.20, 0.08, 0.11], [0.32, 0.42, -0.48], [-0.20, 0.04, 0.34], [0.23, -0.51, -0.30], [-0.12, 0.18, 0.11], [-0.12, -0.15, 0.23], [-0.12, 0.19, 0.15], [-0.01, -0.09, 0.04], [0.15, 0.01, -0.02], [-0.05, -0.02, -0.13], [-0.11, 0.05, -0.14], [-0.01, 0.03, 0.09], [0.00, -0.14, 0.06], [0.12, 0.00, -0.01], [0.16, 0.08, 0.04], [-0.08, 0.00, 0.05], [-0.02, -0.15, 0.04], [-0.05, -0.03, -0.12], [0.09, 0.02, 0.04], [0.02, 0.08, 0.05], [-0.06, 0.06, 0.01], [-0.08, -0.04, -0.05], [0.02, -0.03, 0.05], [0.03, 0.02, -0.02]], "nbo_charge": [-0.2502, 0.2006, -0.5190, 0.3932, -0.3112, -0.1916, -0.2383, -0.1712, -0.1038, -0.0085, 0.2246, -0.4865, 0.7705, -0.6089, 0.1170, -0.2164, -0.3273, 0.1316, -0.3583, 0.2084, 0.2345, 0.2385, 0.6734, -0.6252, -0.6368, 0.4315, 0.1239, -0.6116, 0.2174, 0.2129, 0.2108, -0.6210, 0.2372, 0.2062, 0.2058, -0.6204, 0.2402, 0.2054, 0.2049, 0.2184, 0.2123, 0.2125, 0.2163, 0.1758, 0.1823], "homo_lumo_gap_ha": 0.33046, "spin_multiplicity": 1, "smiles": "COc1ccccc1[C@@H](OC(=O)c1ccco1)C(=O)NC(C)(C)C"}


- What is the formula in the first record?
  C21H21N5O2SSn